{"formula": "C4H12NO2P", "method": "ωB97M-V/def2-TZVPD", "symbols": ["C", "C", "C", "C", "N", "O", "O", "P", "H", "H", "H", "H", "H", "H", "H", "H", "H", "H", "H", "H"], "xyz": [[2.1036, 0.9247, -0.9059], [1.0498, -2.0980, 0.6376], [1.3284, 0.4728, 0.1951], [0.5865, -0.8360, -0.0841], [-3.0512, 1.1515, 0.8374], [-1.9243, -1.7743, -1.2142], [-1.1448, 0.6334, -1.3711], [-1.0876, -0.7391, -0.5806], [1.4795, 1.2410, -1.7112], [2.6086, 1.7676, -0.5219], [2.7980, 0.2131, -1.2246], [1.6636, -2.8350, 0.1289], [0.1765, -2.6914, 0.8791], [1.5650, -1.8231, 1.5022], [1.9525, 0.3433, 1.0258], [0.5962, 1.1904, 0.4652], [-2.8403, 2.1872, 0.7896], [-2.1180, 0.7658, 1.1573], [-3.7431, 1.0036, 1.6233], [-1.9988, 0.9028, -1.6279]], "forces_ev_per_a": [[0.407, 1.430, -1.519], [-1.386, -0.109, -1.254], [-2.726, -2.360, 1.040], [-1.666, -0.453, 0.162], [0.932, 0.882, 1.316], [-0.187, -0.233, 0.731], [1.703, 0.508, 0.357], [2.662, -0.782, -0.855], [-0.305, 0.146, -0.816], [1.059, 1.256, -0.099], [1.181, -1.110, -0.684], [0.369, 0.407, -0.792], [-0.189, -0.107, 0.415], [0.726, 0.304, 1.652], [0.844, -0.366, 1.546], [-0.602, 0.962, 0.321], [-0.620, -1.467, 0.130], [-1.556, 0.411, -0.104], [1.201, 0.278, -1.176], [-1.849, 0.403, -0.372]], "e_above_lowest_ev": 2.211, "gap_ev": [7.8133, 7.8150], "max_force_ev_per_a": 3.8, "mol_weight_g_mol": 137.12}


{"formula": "C50H45GeIN3O9P3Ti", "method": "ωB97M-V/def2-TZVPD", "symbols": ["Ti", "C", "C", "N", "C", "C", "C", "O", "C", "C", "N", "C", "C", "C", "C", "C", "C", "I", "C", "O", "H", "H", "H", "H", "H", "H", "H", "H", "H", "H", "H", "H", "O", "P", "O", "O", "O", "P", "O", "O", "O", "H", "H", "N", "C", "C", "C", "C", "C", "C", "P", "C", "C", "C", "C", "C", "C", "C", "C", "C", "C", "C", "C", "H", "H", "H", "H", "H", "H", "H", "H", "H", "H", "H", "H", "H", "H", "H", "H", "C", "C", "C", "C", "C", "C", "Ge", "C", "C", "C", "C", "C", "C", "C", "C", "C", "C", "C", "C", "H", "H", "H", "H", "H", "H", "H", "H", "H", "H", "H", "H", "H", "H", "H"], "xyz": [[-20.9280, -5.1216, -3.9389], [-21.9935, -0.9924, -3.1497], [-21.0936, -1.2067, -4.3398], [-20.2755, -0.1818, -4.6610], [-19.4139, -0.3832, -5.6256], [-19.2249, -1.5558, -6.3639], [-18.1954, -1.5359, -7.4523], [-18.1309, -2.7315, -8.2775], [-19.9013, -2.7224, -5.8781], [-19.5872, -4.0722, -6.2120], [-20.1691, -5.1859, -5.7079], [-19.9434, -6.4250, -6.3381], [-18.8039, -6.6113, -7.0941], [-18.6927, -7.6792, -7.9540], [-19.7394, -8.5442, -8.1402], [-20.8109, -8.4749, -7.2298], [-20.9799, -7.3864, -6.4020], [-22.6437, -7.4676, -5.0825], [-20.9213, -2.4840, -4.9377], [-21.7208, -3.5552, -4.5959], [-23.0839, -1.1570, -3.3115], [-21.9364, 0.0061, -2.7017], [-21.6212, -1.6924, -2.3515], [-18.7917, 0.4805, -5.8054], [-17.2348, -1.3120, -6.9538], [-18.5371, -0.6561, -8.0785], [-17.2154, -2.7376, -8.5943], [-18.7675, -4.2232, -6.9832], [-18.0371, -5.8108, -7.0126], [-17.7672, -7.8221, -8.4776], [-19.8444, -9.2654, -8.9471], [-21.5715, -9.2360, -7.1542], [-17.4687, -4.8571, -1.9761], [-18.8426, -4.1363, -1.6800], [-18.7142, -2.8478, -0.9591], [-19.6401, -4.1095, -3.0054], [-19.8134, -5.2719, -0.8746], [-21.0782, -6.0037, -1.4984], [-21.8441, -6.6281, -0.2682], [-22.0822, -5.0486, -2.2473], [-20.4302, -6.8007, -2.6594], [-17.6977, -5.7580, -2.2463], [-21.1509, -6.9272, 0.3761], [-20.0180, -9.7851, 0.0713], [-18.8893, -10.5846, 0.2030], [-18.4982, -11.1750, 1.4648], [-17.3553, -11.9422, 1.5314], [-16.4631, -12.0880, 0.4042], [-16.8486, -11.5149, -0.7891], [-18.0227, -10.6977, -0.9303], [-18.4200, -9.8264, -2.4525], [-18.4298, -11.1114, -3.7329], [-17.3518, -11.9590, -3.9466], [-17.5231, -13.1096, -4.7206], [-18.6581, -13.2300, -5.5397], [-19.6606, -12.2794, -5.4596], [-19.5424, -11.2217, -4.5665], [-16.8343, -9.0400, -2.9059], [-15.9240, -8.5881, -1.9467], [-14.7017, -8.0239, -2.3475], [-14.4372, -7.7118, -3.6721], [-15.3596, -8.1248, -4.5941], [-16.5373, -8.7810, -4.2597], [-20.6773, -9.8548, -0.6993], [-20.5355, -9.5730, 0.8995], [-19.1911, -11.0604, 2.3534], [-17.1428, -12.4602, 2.4718], [-15.4891, -12.6225, 0.5215], [-16.1261, -11.5430, -1.6177], [-16.3953, -11.7507, -3.3761], [-16.7773, -13.8851, -4.6267], [-18.7581, -14.0088, -6.3007], [-20.5266, -12.3345, -6.0906], [-20.3225, -10.4646, -4.5115], [-16.0990, -8.7507, -0.9024], [-13.9866, -7.8671, -1.5682], [-13.4418, -7.2764, -3.8846], [-15.1954, -7.8255, -5.6265], [-17.1777, -9.2525, -4.9769], [-27.1135, -11.8380, -3.4885], [-27.1847, -11.3956, -2.1477], [-26.7701, -10.1281, -1.7510], [-26.2812, -9.2691, -2.7347], [-26.3169, -9.6301, -4.0606], [-26.6657, -10.9282, -4.4153], [-25.0461, -7.8021, -2.2518], [-26.2048, -6.2645, -2.7200], [-27.4892, -6.4904, -3.1402], [-28.2481, -5.3888, -3.5935], [-27.6953, -4.1080, -3.7418], [-26.4336, -3.9327, -3.2248], [-25.6980, -4.9767, -2.7092], [-25.0558, -7.9812, -0.2519], [-25.8648, -7.1042, 0.5019], [-25.5916, -7.0145, 1.9008], [-24.6946, -7.8865, 2.5302], [-24.1052, -8.9021, 1.7489], [-24.3109, -8.9805, 0.3896], [-27.4675, -12.8175, -3.7677], [-27.5185, -12.1195, -1.4111], [-26.8188, -9.8123, -0.7496], [-26.1456, -8.9087, -4.8792], [-26.6833, -11.2246, -5.4766], [-27.8992, -7.4861, -3.0647], [-29.3149, -5.5577, -3.7494], [-28.2255, -3.3141, -4.2541], [-25.9846, -2.9100, -3.1068], [-24.7068, -4.7564, -2.3575], [-26.6453, -6.5537, 0.0428], [-26.1831, -6.3003, 2.4150], [-24.5838, -7.7974, 3.6297], [-23.3394, -9.5898, 2.1692], [-23.9320, -9.8465, -0.1915]], "forces_ev_per_a": [[-1.568, 1.721, 2.597], [-0.483, -0.739, 0.893], [0.045, 0.553, 0.416], [-1.393, -1.653, 0.716], [0.779, -0.038, -1.368], [0.138, -1.170, 1.062], [-0.457, 0.752, -0.689], [0.507, 1.044, 0.970], [-0.164, 0.747, 0.337], [0.312, -1.491, -1.011], [1.569, 1.800, -1.442], [-0.619, -0.469, -0.967], [0.504, 0.755, 0.570], [0.630, 0.037, -0.518], [-1.421, -0.549, 0.785], [-0.128, 0.235, -0.461], [0.986, -0.133, 0.637], [0.536, 0.825, -0.152], [-1.207, -0.592, 0.578], [1.177, 0.671, 0.872], [0.859, -0.327, -0.146], [0.446, -0.107, -0.572], [-0.625, 0.435, -0.612], [0.218, 0.089, -0.492], [-0.162, -0.092, -0.578], [0.865, -0.869, 0.346], [-0.353, -0.191, -0.192], [-1.497, 0.428, 0.860], [-0.247, -1.239, -0.197], [0.167, 0.091, -0.457], [0.670, -0.103, 0.318], [-0.029, -0.223, -0.536], [-0.882, -0.279, 0.270], [-0.429, 1.809, 2.239], [-0.203, -2.099, -1.047], [-0.435, -0.570, -1.980], [0.483, 0.887, 0.538], [-0.471, 0.958, -1.272], [1.782, -0.318, -0.339], [1.366, -1.299, 0.468], [-0.936, 0.891, 0.093], [0.595, -0.478, -0.167], [-0.895, 0.045, -0.263], [-0.953, 0.597, 0.326], [1.372, -0.143, -0.503], [-1.304, 0.396, -0.715], [0.829, -0.177, -0.548], [-0.752, -0.157, 1.177], [0.218, 1.053, -0.013], [0.496, -1.550, 1.632], [-0.316, 0.689, -0.480], [-0.099, 0.337, -0.734], [0.690, -0.738, 1.058], [-0.006, 0.592, -0.133], [0.261, -0.190, 0.030], [0.410, 0.452, 0.034], [-0.207, -0.100, 0.357], [0.425, 0.564, -0.023], [0.597, 0.006, -0.912], [-0.946, -0.162, 0.522], [1.135, -0.297, 1.390], [-0.672, 0.665, -1.630], [0.393, -0.386, 1.310], [0.829, -0.288, -0.075], [-0.014, -0.288, 0.612], [0.965, -0.203, -1.161], [0.131, 0.300, -0.327], [-1.118, 0.439, -0.194], [-0.517, -0.059, 0.533], [-1.322, -0.652, -1.003], [0.154, -0.035, -0.559], [0.141, -0.053, 0.586], [-0.236, -0.101, -0.281], [-0.036, -0.188, 0.179], [-0.090, -0.147, 0.401], [0.442, 0.404, 0.221], [-0.945, -0.185, -0.321], [0.025, -0.431, -0.090], [-0.222, 0.269, -0.677], [0.060, 0.929, 1.458], [-0.197, -0.786, -0.123], [0.123, -1.047, -1.851], [1.209, 0.546, 0.425], [-0.135, -0.534, -1.172], [-0.642, -0.109, -1.610], [-2.454, -0.105, 1.213], [1.819, -0.262, 0.074], [-0.942, 1.118, -0.233], [-0.374, -0.484, 0.094], [-0.465, -1.202, 0.132], [1.041, 2.031, 0.503], [-0.011, 0.193, -0.291], [-0.553, 0.112, -0.536], [2.472, -1.145, 1.348], [-0.403, -1.088, -1.615], [-0.502, 0.239, -0.221], [0.984, -0.177, 1.145], [0.057, 0.298, -0.650], [0.160, -0.128, 0.007], [-0.177, 0.209, 0.086], [0.092, 0.132, 1.175], [0.390, -0.330, 0.578], [0.105, 0.268, 0.499], [-0.297, 0.066, -0.155], [0.301, 0.107, -0.447], [-0.130, 0.001, 0.366], [-0.527, -0.989, -0.558], [0.319, -0.093, 0.232], [-0.313, 0.860, -0.343], [-0.241, 0.462, 0.846], [0.285, -0.214, -0.929], [-0.983, 0.319, 0.069], [0.138, 0.823, 0.385]], "multiplicity": 2, "e_above_lowest_ev": 0.000, "gap_ev": [5.0714, 5.0700], "max_force_ev_per_a": 3.5, "total_charge": 1, "mol_weight_g_mol": 1172.22, "s_squared": 0.754}